No. 1
The molecule C14H18N2O5, computed with ωB97M-V/def2-TZVPD.

```
! wB97M-V def2-TZVPD RIJCOSX def2/J DEFGRID3
* xyz 0 1
C -6.494 -0.066 -0.279
H -6.807 0.042 -1.315
O -5.139 -0.431 -0.303
C -4.591 -0.610 0.986
C -3.125 -1.008 0.833
N -2.379 0.045 0.190
C -1.322 0.635 0.770
O -0.926 0.359 1.882
C -0.643 1.770 -0.030
C -1.086 1.942 -1.479
H -0.949 1.016 -2.032
H -2.125 2.258 -1.526
H -0.471 2.712 -1.942
H -0.812 2.698 0.530
O 0.772 1.585 0.050
C 1.219 0.353 -0.253
O 0.483 -0.532 -0.644
C 2.655 0.261 -0.065
C 3.496 1.303 0.335
C 4.770 0.748 0.380
C 4.674 -0.604 0.012
N 3.384 -0.897 -0.259
C 2.901 -2.191 -0.658
H 3.212 -2.943 0.070
H 1.816 -2.165 -0.714
H 3.307 -2.461 -1.636
C 5.988 -1.128 0.074
C 6.759 -0.072 0.465
O 6.053 1.069 0.656
H 7.816 -0.013 0.641
H 6.325 -2.122 -0.134
H 3.184 2.302 0.554
H -2.656 0.268 -0.751
H -2.674 -1.176 1.812
H -3.061 -1.922 0.234
H -5.137 -1.397 1.526
H -4.669 0.325 1.562
H -7.105 -0.836 0.209
H -6.641 0.884 0.249
*
```

Values from the calculation:
* ΔE to the lowest compared entry with this formula, charge and spin: 66.86 kcal per mole
* SMILES: COCCNC(=O)[C@H](C)OC(=O)c1cc2occc2n1C
* LUMO: 0.8 eV
* Kohn-Sham gap: 8.632 eV

=====

No. 2
A structure of composition CHFI2, computed with ωB97M-V/def2-TZVPD.

```
! wB97M-V def2-TZVPD RIJCOSX def2/J DEFGRID3
* xyz 0 1
C -0.030 0.161 -0.293
F -1.149 0.878 -0.380
I 0.820 0.102 2.036
I -0.433 -1.866 -0.807
H 0.792 0.726 -0.554
*
```

Values from the calculation:
* ΔE to the lowest compared entry with this formula, charge and spin: 16.73 kcal per mole
* LUMO: -1.1 eV
* Kohn-Sham gap: 8.336 eV

=====

No. 3
A cluster of 13 separate species, C45H95N5O16S in total, computed with ωB97M-V/def2-TZVPD.

```
! wB97M-V def2-TZVPD RIJCOSX def2/J DEFGRID3
* xyz 1 2
C -1.444 1.229 6.928
C -0.525 1.423 5.764
O 0.489 2.116 5.819
N -0.934 0.752 4.683
C -0.239 0.740 3.413
H -1.059 0.361 7.465
H -2.460 0.996 6.609
H -1.515 2.074 7.613
H -1.800 0.238 4.767
H 0.760 0.309 3.483
H -0.189 1.740 2.983
H -0.796 0.180 2.662
C -2.764 3.577 -7.897
C -2.929 2.215 -7.301
O -3.810 1.472 -7.583
N -2.029 1.817 -6.381
C -2.009 0.565 -5.644
H -3.342 3.648 -8.819
H -1.744 3.828 -8.188
H -3.227 4.350 -7.284
H -1.220 2.417 -6.307
H -2.461 0.718 -4.663
H -1.001 0.209 -5.435
H -2.471 -0.272 -6.169
C -3.919 -2.289 2.612
C -3.392 -1.737 3.906
O -3.653 -0.583 4.204
N -2.851 -2.612 4.765
C -2.463 -2.356 6.096
H -4.874 -1.838 2.341
H -4.036 -3.373 2.628
H -3.276 -1.942 1.803
H -2.940 -3.599 4.572
H -2.671 -1.403 6.583
H -1.421 -2.673 6.138
H -3.094 -3.024 6.682
C 4.380 2.927 -2.251
C 3.830 3.831 -1.179
O 3.566 3.305 -0.104
N 3.799 5.132 -1.442
C 3.410 6.075 -0.437
H 5.124 2.208 -1.909
H 4.761 3.478 -3.111
H 3.601 2.225 -2.547
H 4.120 5.326 -2.380
H 2.342 5.893 -0.314
H 3.782 7.076 -0.654
H 3.786 5.791 0.546
C -1.852 -3.213 -7.866
C -1.614 -3.333 -6.361
O -2.403 -4.015 -5.689
N -0.555 -2.654 -5.803
C -0.201 -2.656 -4.420
H -2.895 -3.417 -8.109
H -1.250 -3.975 -8.360
H -1.617 -2.217 -8.241
H -0.066 -1.989 -6.384
H 0.537 -3.434 -4.223
H -1.043 -2.717 -3.732
H 0.262 -1.718 -4.112
C 1.115 0.776 0.123
C 1.631 0.101 -1.179
O 0.626 -0.847 -1.478
S -0.839 -0.427 -1.021
O -1.346 -1.455 -0.128
O -1.612 -0.096 -2.200
O -0.287 0.835 -0.117
H 1.553 1.731 0.412
H 1.137 0.154 1.018
H 2.550 -0.485 -1.163
H 1.633 0.729 -2.070
C 2.169 -4.505 -0.917
C 2.437 -5.406 -2.177
C 3.381 -4.529 -2.949
O 4.179 -3.883 -1.909
C 3.543 -3.932 -0.613
H 1.819 -5.056 -0.044
H 1.494 -3.698 -1.204
H 1.551 -5.462 -2.809
H 2.862 -6.400 -2.034
H 2.826 -3.762 -3.490
H 3.820 -5.163 -3.719
H 3.546 -2.913 -0.226
H 4.067 -4.573 0.096
C 0.198 -4.129 2.676
C 1.357 -3.637 3.498
C 2.118 -2.637 2.690
O 1.042 -1.960 2.073
C -0.037 -2.844 1.821
H -0.586 -4.368 3.394
H 0.507 -4.989 2.082
H 1.968 -4.475 3.834
H 0.977 -3.092 4.362
H 2.709 -3.056 1.876
H 2.622 -1.909 3.325
H -0.191 -3.209 0.806
H -1.006 -2.509 2.192
C 2.061 3.709 3.101
C 1.107 4.639 2.402
C 1.318 5.912 3.268
O 2.765 5.943 3.196
C 3.260 4.622 3.236
H 2.349 2.836 2.516
H 1.709 3.401 4.085
H 0.041 4.436 2.509
H 1.410 4.697 1.356
H 0.987 5.876 4.305
H 0.896 6.833 2.865
H 3.714 4.373 4.196
H 3.967 4.506 2.415
C -3.808 1.379 0.810
C -4.559 2.657 1.279
C -6.032 2.519 0.801
O -5.891 1.742 -0.399
C -4.571 1.072 -0.513
H -3.926 0.648 1.611
H -2.779 1.595 0.521
H -4.017 3.472 0.800
H -4.565 2.871 2.348
H -6.559 3.447 0.579
H -6.573 1.921 1.535
H -3.975 1.478 -1.330
H -4.636 -0.016 -0.513
C -0.286 3.937 -0.786
C -0.342 5.420 -0.830
C -1.827 5.643 -0.962
O -2.177 4.643 -1.889
C -1.361 3.480 -1.757
H -0.505 3.492 0.185
H 0.714 3.587 -1.044
H 0.179 5.817 -1.702
H 0.002 5.915 0.077
H -2.212 6.527 -1.471
H -2.359 5.450 -0.031
H -0.884 3.260 -2.711
H -1.885 2.574 -1.452
C 5.313 0.571 2.811
C 6.280 -0.394 3.469
C 5.737 -1.709 2.940
O 5.165 -1.471 1.661
C 4.839 -0.152 1.511
H 5.677 1.575 2.591
H 4.456 0.603 3.484
H 6.159 -0.383 4.552
H 7.324 -0.207 3.218
H 4.982 -2.168 3.579
H 6.507 -2.475 2.848
H 3.761 -0.003 1.445
H 5.336 0.129 0.583
C -3.322 -4.572 -0.567
C -2.774 -4.408 -1.944
C -1.509 -5.291 -1.943
O -1.999 -6.418 -1.277
C -3.063 -6.024 -0.412
H -4.370 -4.285 -0.479
H -2.661 -3.988 0.072
H -2.551 -3.367 -2.178
H -3.392 -4.842 -2.731
H -0.639 -4.879 -1.432
H -1.273 -5.618 -2.955
H -2.777 -6.123 0.635
H -3.984 -6.539 -0.686
*
```

Values from the calculation:
* LUMO (alpha / beta): -2.7 / -9.0 eV
* Kohn-Sham gap (alpha / beta): 8.015 / 1.726 eV
* expectation value of S²: 0.754

=====

No. 4
The molecule C4H12N2, computed with ωB97M-V/def2-TZVPD.

```
! wB97M-V def2-TZVPD RIJCOSX def2/J DEFGRID3
* xyz 0 1
N -0.904 -1.754 -1.533
C -0.386 -2.015 -0.193
C -0.540 -0.768 0.659
N 0.342 0.283 0.196
C 0.017 1.649 0.427
C 1.270 2.536 0.570
H -0.826 -2.570 -2.125
H -0.340 -1.029 -1.972
H -0.947 -2.821 0.261
H 0.667 -2.328 -0.180
H -0.370 -0.988 1.723
H -1.582 -0.473 0.550
H 1.100 -0.035 -0.384
H -0.571 1.711 1.342
H -0.624 2.056 -0.367
H 1.528 2.947 -0.405
H 1.181 3.280 1.342
H 2.103 1.863 0.821
*
```

Values from the calculation:
* ΔE to the lowest compared entry with this formula, charge and spin: 19.68 kcal per mole
* SMILES: CCNCCN
* LUMO: 1.2 eV
* Kohn-Sham gap: 9.245 eV

=====

No. 5
A structure of composition C18H15AsKN3S4, computed with ωB97M-V/def2-TZVPD.

```
! wB97M-V def2-TZVPD RIJCOSX def2/J DEFGRID3
* xyz -2 1
K 0.411 0.218 0.814
C -2.338 -2.479 -2.721
C -1.245 -2.070 -1.941
N -1.316 -1.798 -0.658
C -2.515 -1.903 -0.050
C -3.676 -2.302 -0.742
C -3.558 -2.597 -2.111
C -4.934 -2.378 -0.060
C -5.032 -2.043 1.246
C -3.883 -1.611 1.983
C -3.961 -1.189 3.323
C -2.836 -0.731 3.949
C -1.616 -0.725 3.245
N -1.520 -1.160 2.009
C -2.624 -1.562 1.361
H -2.201 -2.682 -3.774
H -0.268 -1.964 -2.401
H -4.437 -2.904 -2.668
H -5.803 -2.692 -0.626
H -5.985 -2.077 1.762
H -4.918 -1.201 3.832
H -2.860 -0.350 4.960
H -0.707 -0.326 3.693
S 3.217 4.220 1.826
As 1.459 3.124 2.456
S 2.145 1.034 2.985
S 0.015 3.056 0.741
S 0.382 3.846 4.190
C 5.732 2.736 -2.859
C 4.709 1.896 -2.147
C 3.791 1.115 -2.847
C 2.828 0.420 -2.135
N 2.738 0.428 -0.809
C 3.621 1.170 -0.133
C 4.606 1.915 -0.766
H 5.732 2.538 -3.933
H 6.736 2.550 -2.474
H 5.518 3.796 -2.708
H 3.802 1.080 -3.931
H 2.075 -0.154 -2.671
H 3.474 1.209 0.946
H 5.242 2.547 -0.159
*
```

Values from the calculation:
* ΔE to the lowest compared entry with this formula, charge and spin: 0.00 kcal per mole
* LUMO: 3.5 eV
* Kohn-Sham gap: 3.287 eV

=====

No. 6
A cluster of 12 separate species, C27H76F3N2O23S in total, computed with ωB97M-V/def2-TZVPD.

```
! wB97M-V def2-TZVPD RIJCOSX def2/J DEFGRID3
* xyz -1 1
C 0.323 -0.840 -0.739
F -0.641 -1.729 -0.931
F 1.476 -1.525 -0.630
F 0.327 -0.033 -1.808
S -0.020 0.107 0.778
O 0.928 1.154 0.602
O -1.404 0.399 0.594
O 0.349 -0.878 1.765
C -2.897 5.709 -0.321
C -3.132 4.240 -0.572
C -1.878 3.518 -1.112
O -1.537 3.990 -2.407
C -0.313 3.408 -2.831
N -3.503 3.542 0.712
H -2.336 6.176 -1.102
H -2.358 5.817 0.635
H -3.802 6.301 -0.265
H -3.985 3.991 -1.156
H -2.030 2.443 -1.197
H -1.047 3.618 -0.412
H -0.445 2.301 -2.859
H 0.477 3.747 -2.137
H -0.193 3.827 -3.842
H -4.043 2.689 0.567
H -2.666 3.259 1.218
C 1.769 1.087 -6.525
C 2.114 2.279 -5.669
C 2.871 2.005 -4.390
O 2.719 3.150 -3.508
C 3.254 2.946 -2.244
N 2.826 3.340 -6.415
H 1.290 1.446 -7.430
H 1.041 0.432 -6.068
H 2.642 0.497 -6.792
H 1.186 2.780 -5.421
H 3.948 1.809 -4.505
H 2.422 1.155 -3.871
H 4.349 2.933 -2.237
H 2.933 1.984 -1.826
H 2.897 3.728 -1.560
H 3.084 4.105 -5.827
H 3.698 2.939 -6.809
C 5.326 2.700 1.896
C 4.177 1.828 1.516
O 3.023 2.655 1.559
O 5.470 3.809 0.970
H 6.234 2.103 1.863
H 5.254 3.177 2.890
H 4.087 1.002 2.213
H 4.287 1.387 0.530
H 2.314 2.068 1.241
H 4.578 3.917 0.586
C 4.734 -1.510 -0.239
C 3.797 -1.868 0.890
O 4.510 -2.369 1.997
O 5.907 -0.800 0.259
H 4.192 -0.834 -0.906
H 5.083 -2.437 -0.823
H 3.125 -2.582 0.418
H 3.337 -0.922 1.135
H 3.893 -2.540 2.714
H 6.279 -1.295 1.013
C 0.848 -4.465 4.184
C 1.023 -3.641 2.866
O 1.785 -2.481 3.183
O -0.262 -5.373 4.186
H 0.854 -3.704 4.987
H 1.721 -5.076 4.442
H 0.060 -3.341 2.468
H 1.508 -4.207 2.079
H 1.307 -1.761 2.725
H -1.035 -4.797 4.108
C 1.029 -4.706 -1.956
C 0.206 -4.748 -0.744
O 0.185 -6.117 -0.273
O 2.409 -4.497 -1.833
H 0.806 -3.851 -2.575
H 0.898 -5.556 -2.656
H -0.803 -4.402 -0.944
H 0.666 -4.083 -0.019
H -0.232 -6.178 0.586
H 2.865 -5.083 -1.237
C -2.312 -3.244 -3.647
C -3.336 -2.450 -4.493
O -2.828 -2.157 -5.808
O -2.937 -3.598 -2.410
H -1.414 -2.588 -3.492
H -1.942 -4.110 -4.212
H -3.678 -1.579 -3.942
H -4.183 -3.100 -4.660
H -2.053 -1.594 -5.740
H -3.463 -2.803 -2.121
C -0.857 -1.183 5.244
C -0.807 -0.002 6.111
O -0.559 1.214 5.378
O -1.722 -1.014 4.145
H -1.277 -2.001 5.833
H 0.171 -1.495 4.970
H -0.041 -0.121 6.909
H -1.749 0.153 6.640
H 0.391 1.344 5.388
H -1.399 -0.270 3.624
C -0.328 4.686 3.616
C -0.393 3.303 2.917
O -1.523 2.577 3.339
O -1.452 5.448 3.437
H 0.593 5.135 3.276
H -0.169 4.480 4.695
H 0.622 2.842 3.003
H -0.619 3.436 1.865
H -1.519 2.347 4.292
H -2.187 4.841 3.581
C -2.597 -4.084 2.175
C -2.634 -2.837 1.220
O -3.909 -2.147 1.330
O -2.655 -3.733 3.564
H -1.666 -4.628 2.023
H -3.473 -4.696 1.897
H -2.414 -3.136 0.183
H -1.866 -2.156 1.533
H -4.557 -2.644 1.819
H -2.683 -2.746 3.608
C -3.687 -0.186 -1.616
C -4.783 0.885 -1.683
O -5.591 0.865 -0.548
O -4.296 -1.490 -1.492
H -3.090 0.034 -0.731
H -3.047 -0.149 -2.484
H -5.420 0.785 -2.589
H -4.340 1.883 -1.685
H -6.123 0.064 -0.477
H -4.335 -1.649 -0.534
*
```

Values from the calculation:
* ΔE to the lowest compared entry with this formula, charge and spin: 0.00 kcal per mole
* LUMO: 2.1 eV
* Kohn-Sham gap: 8.876 eV

=====

Sequential max |F| output: 1.64, 3.63, 3.09, 1.46, 0.57, 2.71 eV/A
Sequential electronic energy output: -1029.9717, -733.9064, -3646.9089, -269.0850, -5287.7746, -3612.1024 Eh